(1)
Below is a cluster of 2 separate species, C4H10N3O2 in total, with properties calculated with ωB97M-V/def2-TZVPD.

Last column: Löwdin charge in e.
CARTESIAN COORDINATES (ANGSTROEM)
O: -1.3822 1.3439 -2.7509  0.16
O: 1.2776 -0.2237 1.1678  0.03
N: -0.0268 0.9770 -0.9708  -0.10
N: -0.8466 -0.5299 1.2523  0.11
N: 0.5091 2.2433 -0.9122  0.03
C: -0.3341 -1.9284 1.3396  -0.05
C: 1.2145 -1.6973 1.2217  -0.03
C: 0.1282 0.3092 1.1261  -0.21
C: -0.9472 0.6952 -1.7562  -0.32
H: -0.6426 -2.4716 2.3287  0.17
H: 0.5252 2.7619 -1.7503  0.06
H: 1.6688 -2.2206 0.3352  0.14
H: 1.6097 2.2007 -0.7715  0.17
H: -0.9887 2.1378 -3.0102  0.10
H: -1.3011 -0.4129 -1.7688  0.18
H: -0.7499 -2.3561 0.5262  0.08
H: 0.1023 1.3702 1.0097  0.14
H: 2.0008 -1.9086 2.0702  0.17
H: -1.8168 -0.2901 1.3134  0.17

Properties
HOMO: -13.126 eV
ΔE to the lowest compared entry with this formula, charge and spin: 319.96 kJ/mol
gap between HOMO and LUMO: 10.32 eV
charge: +1

(2)
Below is a structure of composition C17H12ClCoIN2OSe4, with properties calculated with ωB97M-V/def2-TZVPD.

Last column: Löwdin charge in e.
CARTESIAN COORDINATES (ANGSTROEM)
I: -0.0654 -4.8837 -0.2264  0.61
Se: -2.2812 1.8755 -2.2572  -0.12
Se: -1.6390 -1.6749 -1.1189  0.04
Se: -3.5294 -1.0107 -0.1514  0.05
Se: -1.2613 -0.0625 -2.8968  -0.06
Co: 0.1319 -1.3085 0.5085  0.20
Cl: -4.4253 3.1652 3.8496  0.61
O: -0.8562 -1.1292 2.0939  -0.15
N: 0.0808 0.6139 0.1911  0.01
N: 1.5340 -1.2650 -0.8612  0.04
C: -2.5296 2.1213 2.2217  -0.06
C: 1.7458 -0.0128 -1.3640  -0.19
C: 2.2482 -2.2621 -1.3351  -0.11
C: -2.4511 -0.3017 3.5729  -0.01
C: 2.6752 0.2385 -2.3879  -0.16
C: 0.9593 1.0362 -0.8227  -0.27
C: -3.2943 0.6913 3.9898  -0.10
C: 3.2098 -2.0973 -2.3439  -0.04
C: 2.0194 2.5528 -2.3651  -0.06
C: 0.3852 -3.1799 1.0575  -0.69
C: -1.6053 -0.1403 2.4437  -0.39
C: -1.6512 1.1134 1.7798  -0.17
C: 1.1060 2.3044 -1.3175  -0.05
C: -3.3347 1.9138 3.3033  -0.67
C: 2.7906 1.5588 -2.8901  -0.04
C: 3.4170 -0.8537 -2.8724  0.00
C: -0.7805 1.4364 0.6954  -0.11
H: -2.5684 3.0603 1.6833  0.12
H: -0.8416 2.4501 0.3143  0.08
H: -3.9444 0.5386 4.8416  0.10
H: 3.7533 -2.9630 -2.6951  0.11
H: -2.4246 -1.2589 4.0762  0.12
H: 1.4153 -3.3930 1.3621  -0.04
H: 3.4892 1.7574 -3.6936  0.11
H: 2.0450 -3.2405 -0.9247  0.02
H: -0.2623 -3.3745 1.9086  -0.04
H: 0.5100 3.1225 -0.9441  0.09
H: 2.0932 3.5586 -2.7579  0.11
H: 4.1366 -0.6967 -3.6677  0.12

Properties
HOMO (spin up / spin down): -3.642 / -3.642 eV
ΔE to the lowest compared entry with this formula, charge and spin: 0.00 kJ/mol
gap between HOMO and LUMO (spin up / spin down): 5.16 / 5.16 eV
charge: -1

(3)
Below is a structure of composition C19H13N5O6SV, with properties calculated with ωB97M-V/def2-TZVPD.

Last column: Löwdin spin population.
CARTESIAN COORDINATES (ANGSTROEM)
V: -0.2827 -0.2400 0.4135  2.15
S: 0.8197 -0.3663 4.9559  0.04
O: -4.5433 5.9506 -0.0495  0.00
O: 1.0535 1.5042 0.4692  0.02
O: 5.0578 3.7762 -0.3904  0.00
O: -6.3988 4.7695 0.1169  0.00
O: 1.1454 -0.1183 -0.9788  0.00
O: 3.0997 3.1849 -1.2388  0.00
N: -0.7167 -2.2462 0.0957  0.08
N: 3.6387 -0.5856 0.5047  0.00
N: -2.2458 -0.1087 0.0361  0.09
N: -0.1924 -0.3662 2.3641  -0.01
N: 4.9381 -0.3711 0.7650  0.00
C: 3.2084 0.5655 0.0313  0.00
C: 5.3426 0.8709 0.4540  0.00
C: -2.3060 2.2895 0.1188  0.01
C: -1.6146 -4.7991 -0.4309  0.03
C: -2.9937 3.4911 0.1273  0.00
C: -2.4923 -3.7493 -0.4760  0.05
C: 1.7534 0.7263 -0.2123  0.01
C: 0.2409 -0.3625 3.4623  0.03
C: 0.1360 -3.2808 0.1307  0.02
C: -5.2018 4.7742 0.0692  0.00
C: -2.0192 -2.4518 -0.2030  0.07
C: -0.2649 -4.5689 -0.1210  0.07
C: -4.4007 1.1091 -0.0122  0.01
C: 4.0524 2.8921 -0.5766  0.00
C: -4.3822 3.5200 0.0614  0.01
C: -2.8274 -1.2832 -0.2374  0.28
C: -5.0765 2.3155 -0.0008  0.00
C: 4.2326 1.5340 -0.0271  0.00
C: -3.0081 1.0897 0.0371  0.01
H: -6.1565 2.3406 -0.0314  0.00
H: 5.7153 3.4102 0.2080  0.00
H: -2.3982 4.3934 0.2074  0.00
H: 5.4815 -1.1196 1.1554  0.00
H: 6.3717 1.1653 0.5805  0.00
H: 0.4507 -5.3762 -0.0818  0.00
H: 1.1633 -3.0340 0.3689  0.00
H: -3.5367 -3.8963 -0.7144  0.00
H: -3.6014 5.7950 -0.1524  0.00
H: -4.9757 0.1950 -0.0349  0.00
H: -1.2257 2.3026 0.1721  0.00
H: -3.8640 -1.3539 -0.5377  0.02
H: -1.9618 -5.8031 -0.6364  0.00

Properties
HOMO (spin up / spin down): -7.053 / -8.422 eV
ΔE to the lowest compared entry with this formula, charge and spin: 37.68 kJ/mol
gap between HOMO and LUMO (spin up / spin down): 5.98 / 7.03 eV
charge: 0
multiplicity: 4

Number 1: molar mass 132.143 g/mol. Number 2: molar mass 797.426 g/mol. Number 3: molar mass 490.353 g/mol.